No. 1
Below is a 11-piece molecular cluster, C29H63N5O22 overall, with properties calculated with the ωB97M-V functional and the def2-TZVPD basis.

```
119
Properties=species:S:1:pos:R:3:mulliken_charge:R:1
C 0.750 5.300 0.795 0.119
N 0.059 5.435 2.112 0.800
O -1.108 5.633 2.191 -0.574
O 0.612 4.980 3.141 -0.584
H 1.674 5.672 1.237 0.169
H 0.135 5.986 0.213 0.135
H 0.690 4.228 0.604 -0.247
C -0.106 -1.377 -4.552 -0.211
N 0.959 -0.450 -4.017 0.945
O 0.690 0.759 -3.962 -0.434
O 2.126 -0.888 -3.767 -0.628
H 0.026 -2.338 -4.055 0.029
H 0.063 -1.540 -5.617 0.294
H -1.060 -0.962 -4.225 0.021
C 0.477 -5.833 -1.724 -0.429
N 0.702 -6.967 -2.698 0.884
O 1.321 -7.931 -2.254 -0.556
O 0.273 -6.805 -3.844 -0.539
H 0.089 -5.014 -2.330 0.266
H 1.463 -5.485 -1.416 0.206
H -0.063 -6.293 -0.897 0.158
C 3.057 3.167 -3.509 -0.800
N 1.653 3.729 -3.137 0.619
O 1.183 4.681 -3.830 -0.863
O 1.075 3.323 -2.118 -0.383
H 3.839 3.853 -3.184 0.213
H 3.031 3.133 -4.598 0.284
H 3.137 2.249 -2.926 0.134
C -3.362 -3.416 2.102 -0.517
N -4.351 -2.382 1.764 0.979
O -3.991 -1.466 1.022 -0.561
O -5.462 -2.546 2.230 -0.580
H -3.808 -4.212 2.698 0.259
H -2.671 -2.861 2.736 0.206
H -2.933 -3.835 1.192 0.177
O 3.740 4.203 0.386 -0.184
C 4.635 5.106 0.599 0.634
O 5.964 4.916 0.374 -0.338
C 6.575 3.758 -0.137 -0.242
C 6.379 2.562 0.763 -0.678
C 4.343 6.568 0.801 -1.192
H 7.622 3.977 -0.342 0.334
H 6.224 3.460 -1.125 0.218
H 5.384 2.151 0.595 -0.026
H 6.511 2.856 1.804 0.275
H 7.176 1.839 0.592 0.407
H 4.919 7.164 0.094 0.358
H 4.665 6.794 1.818 0.289
H 3.315 6.794 0.516 0.366
O -0.943 -5.477 1.800 -0.457
C -0.612 -6.002 2.851 0.717
O 0.678 -6.103 3.363 -0.387
C 1.814 -5.371 2.665 0.691
C 2.384 -6.185 1.543 -1.274
C -1.633 -6.669 3.844 -1.137
H 2.645 -5.209 3.352 0.239
H 1.449 -4.452 2.207 -0.306
H 2.887 -5.583 0.786 0.351
H 1.621 -6.638 0.911 0.236
H 3.067 -6.978 1.847 0.379
H -1.648 -6.125 4.789 0.266
H -1.323 -7.711 3.929 0.398
H -2.605 -6.655 3.353 0.302
O -2.913 -0.337 -5.416 -0.589
C -3.922 0.406 -5.407 0.796
O -4.918 0.399 -4.552 -0.338
C -4.836 -0.445 -3.363 -0.578
C -3.851 0.097 -2.379 -0.412
C -4.197 1.450 -6.496 -1.154
H -4.743 -1.495 -3.640 0.348
H -5.764 -0.489 -2.793 0.391
H -2.841 0.348 -2.704 0.238
H -3.767 -0.645 -1.586 0.095
H -4.310 0.997 -1.968 0.238
H -4.386 0.984 -7.463 0.317
H -3.344 2.101 -6.684 0.312
H -5.061 2.097 -6.344 0.324
O 0.906 -1.745 3.156 -0.411
C 1.424 -1.958 4.265 0.691
O 0.807 -2.278 5.436 -0.285
C -0.609 -2.350 5.579 0.402
C -0.908 -2.417 7.047 -1.263
C 2.946 -1.855 4.502 -1.141
H -1.026 -3.248 5.124 -0.164
H -1.173 -1.517 5.161 0.295
H -1.328 -1.490 7.437 0.302
H -0.038 -2.732 7.623 0.328
H -1.681 -3.177 7.157 0.334
H 3.375 -1.420 5.405 0.390
H 3.482 -1.261 3.762 0.319
H 3.380 -2.855 4.476 0.214
O -5.398 4.484 -1.214 -0.629
C -4.443 5.242 -1.311 0.825
O -3.230 4.996 -1.565 -0.344
C -2.688 3.737 -1.711 -0.027
C -2.434 2.938 -0.371 -0.188
C -4.644 6.721 -1.147 -1.058
H -1.724 3.953 -2.171 0.267
H -3.137 3.102 -2.475 0.164
H -3.161 2.126 -0.378 0.252
H -2.544 3.687 0.413 0.418
H -1.421 2.566 -0.215 -0.617
H -4.058 7.116 -1.977 0.306
H -4.368 7.126 -0.173 0.238
H -5.700 6.980 -1.225 0.324
O -0.680 -1.051 -1.501 -0.495
C 0.079 -1.388 -0.634 0.297
O 1.077 -0.661 -0.122 -0.371
C 1.271 0.754 -0.327 1.300
C 2.229 1.356 0.785 -0.483
C -0.096 -2.757 0.076 -0.026
H 0.367 1.361 -0.368 -0.856
H 1.766 0.809 -1.296 -0.050
H 3.173 1.704 0.365 -0.256
H 2.362 0.539 1.494 0.134
H 1.691 2.093 1.382 0.356
H -0.962 -3.329 -0.257 0.257
H -0.259 -2.552 1.134 -0.085
H 0.829 -3.334 0.104 0.119
```

Values from the calculation:
Net charge = -1
Multiplicity = 2
Frontier orbital gap (spin up / spin down) = 2.20 / 5.75 eV
DFT total energy = -83573.986 eV
HOMO (spin up / spin down) = -0.6 / -4.2 eV

=====

No. 2
Below is a 2-piece molecular cluster, C6H16O2 overall, with properties calculated with the ωB97M-V functional and the def2-TZVPD basis.

```
24
Properties=species:S:1:pos:R:3:mulliken_charge:R:1
C -3.022 -0.770 2.359 -1.104
C -2.583 0.666 2.808 0.402
C -2.865 1.769 1.743 -1.095
O -1.157 0.637 3.102 -0.564
H -4.108 -0.719 2.170 0.336
H -2.844 -1.464 3.198 0.295
H -2.526 -1.170 1.459 0.294
H -3.149 0.966 3.713 0.238
H -2.597 2.794 2.050 0.290
H -3.928 1.756 1.450 0.330
H -2.255 1.494 0.866 0.254
H -0.495 0.433 2.408 0.324
C 3.396 -1.574 -2.442 -1.180
C 2.233 -0.718 -1.865 0.283
C 1.974 0.441 -2.843 -1.137
O 2.488 -0.153 -0.575 -0.529
H 4.399 -1.119 -2.371 0.361
H 3.138 -1.692 -3.508 0.312
H 3.429 -2.572 -1.975 0.311
H 1.338 -1.372 -1.913 0.269
H 1.315 1.165 -2.335 0.325
H 1.481 0.108 -3.772 0.368
H 2.917 0.948 -3.107 0.275
H 3.420 0.145 -0.621 0.341
```

Values from the calculation:
Frontier orbital gap = 10.76 eV
Structure (SMILES) = CC(C)O.CC(C)O
ΔE to the lowest compared entry with this formula, charge and spin = 80.41 kJ/mol
DFT total energy = -10575.708 eV
HOMO = -10.0 eV